A 2-piece molecular cluster, C3H5NO4S overall at a distorted geometry, computed with the ωB97M-V functional and the def2-TZVPD basis.

## Properties
strongest force on any atom: 4.17 eV/A
total energy: -871.10683 hartree
HOMO level: -0.40627 hartree
charge: 0
multiplicity: 1

Structure (XYZ):
```
14
Properties=species:S:1:pos:R:3:nbo_charge:R:1
C 2.5038 -1.6812 0.0259 -0.25
C 1.4413 -1.4404 0.5201 -0.24
C 0.2028 0.6260 -0.8939 0.55
N 0.2304 1.5036 0.0991 -0.77
O -3.1671 -0.7328 -0.3297 -0.88
O -2.3123 1.4123 0.2127 -0.94
O -1.2550 -0.6089 1.2947 -0.93
O -0.8203 -0.1016 -1.0563 -0.63
S -2.0890 -0.0203 0.2632 2.52
H 3.5116 -1.5410 -0.1710 0.22
H 0.9886 0.3850 -1.5020 0.20
H 1.1129 2.0496 0.2163 0.42
H -0.7543 1.6955 0.5880 0.47
H 0.4065 -1.5456 0.7329 0.26
```